C39H37Ge2MoN4O4 as an isolated structure in a non-equilibrium geometry. Source: the OMol25 dataset; level of theory: ωB97M-V with the def2-TZVPD basis set.

Last column: Löwdin charge in e.
Element x y z (Å)
Mo -0.255 -0.144 0.054  1.66
O -4.252 0.373 0.777  0.17
C -3.066 0.516 0.699  -0.54
O -2.269 -0.095 -0.172  -0.26
C -2.266 1.357 1.663  -0.17
C -2.765 2.169 2.658  0.06
C -1.865 2.827 3.492  0.02
C -0.502 2.594 3.346  0.05
C -0.085 1.742 2.344  -0.18
N -0.951 1.189 1.483  -0.01
C 1.295 1.202 2.111  -0.57
O 2.269 1.525 2.724  0.17
O 1.250 0.275 1.161  -0.25
H -3.836 2.280 2.760  0.14
H -2.226 3.493 4.264  0.13
H 0.237 3.025 4.009  0.14
C -0.091 -1.151 3.666  0.01
C -1.146 -1.770 2.804  -0.26
C -2.234 -2.402 3.404  0.02
C -3.140 -3.106 2.636  0.01
C -2.894 -3.246 1.280  0.03
C -1.812 -2.586 0.733  -0.21
N -0.999 -1.783 1.466  0.06
C -1.385 -2.749 -0.659  -0.17
C -1.753 -3.816 -1.454  0.04
C -1.142 -3.974 -2.690  0.02
C -0.179 -3.067 -3.091  0.03
C 0.133 -2.002 -2.264  -0.19
N -0.475 -1.838 -1.074  -0.01
C 1.171 -1.010 -2.517  -0.20
C 1.915 -1.029 -3.681  0.02
C 2.969 -0.150 -3.820  0.01
C 3.228 0.720 -2.782  0.01
C 2.418 0.748 -1.650  -0.26
C 2.746 1.781 -0.618  -0.05
N 1.379 -0.115 -1.510  0.02
H 0.102 -1.815 4.508  0.11
H 0.841 -1.025 3.125  0.08
H -0.408 -0.196 4.088  0.09
H -2.346 -2.348 4.478  0.13
H -4.002 -3.576 3.089  0.13
H -3.546 -3.842 0.658  0.13
H -2.472 -4.540 -1.101  0.13
H -1.396 -4.818 -3.316  0.13
H 0.318 -3.197 -4.040  0.13
H 1.673 -1.729 -4.467  0.12
H 3.580 -0.148 -4.712  0.13
H 4.065 1.401 -2.843  0.13
H 3.471 2.482 -1.025  0.08
H 1.862 2.333 -0.303  0.02
H 3.201 1.327 0.260  0.10
C -0.980 5.229 -2.770  -0.19
Ge 0.319 4.194 -1.719  0.84
C 0.607 4.816 0.134  -0.21
C 2.044 4.099 -2.666  -0.20
Ge -0.990 1.857 -1.588  1.00
C -1.033 1.051 -3.391  -0.35
C -1.854 -0.037 -3.692  -0.15
C -1.914 -0.542 -4.983  -0.07
C -1.149 0.030 -5.991  -0.06
C -0.324 1.108 -5.704  -0.06
C -0.267 1.610 -4.413  -0.12
C -2.775 2.695 -1.432  -0.36
C -3.842 2.255 -2.218  -0.08
C -5.105 2.805 -2.066  -0.05
C -5.318 3.823 -1.147  -0.05
C -4.263 4.292 -0.378  -0.06
C -3.004 3.731 -0.523  -0.17
H -0.620 6.258 -2.827  0.04
H -1.965 5.213 -2.314  0.01
H -1.047 4.822 -3.779  0.03
H 1.088 5.794 0.066  0.04
H 1.265 4.150 0.691  0.01
H -0.328 4.936 0.679  0.01
H 2.465 5.105 -2.589  0.05
H 1.913 3.865 -3.721  0.02
H 2.752 3.402 -2.227  -0.03
H -2.472 -0.479 -2.916  0.10
H -2.572 -1.372 -5.211  0.11
H -1.204 -0.359 -7.000  0.11
H 0.266 1.565 -6.488  0.12
H 0.375 2.457 -4.197  0.06
H -3.690 1.484 -2.960  0.09
H -5.926 2.441 -2.670  0.12
H -6.300 4.264 -1.043  0.12
H -4.423 5.094 0.331  0.11
H -2.182 4.115 0.073  0.07

Relative energy (zero: lowest compared OMol25 entry of this formula, charge and spin)   260.5 kJ/mol
<S²>   3.7899
DFT total energy   -170071.0721 eV
Multiplicity   4
F_max   1.88 eV/Å
Orbital gap (spin up / spin down)   0.268 / 0.215 hartree
Charge   +2